114
Properties=species:S:1:pos:R:3 method="wB97M-V/def2-TZVPD" homo_ev=-0.84 max_force_ev_per_a=1.51 e_above_lowest_kcal_mol=33.6 homo_lumo_gap_ev=4.179 total_charge=-2 e_tot_ev=-234201.3350
Cs -1.14740 1.40727 1.03994
O -5.14051 -0.93713 0.82173
Cl -4.12479 -0.05273 1.35834
O -4.38108 0.22930 2.73583
O -2.83187 -0.67795 1.21208
O -4.11411 1.17892 0.59883
N -1.03068 0.13510 -1.64196
C -2.30808 -0.17898 -2.24502
C -2.15985 -1.04956 -3.50780
C -3.40236 -1.37975 -4.32560
C -4.54326 -2.02507 -3.53940
N -5.11094 -1.23432 -2.46367
C -5.48826 0.09418 -2.70393
N -6.22278 0.62168 -1.60046
N -6.26249 0.20330 -3.92193
C -3.06304 1.11994 -2.52015
O -4.33204 1.07149 -2.97659
O -2.53476 2.19906 -2.44030
H -0.40311 0.69629 -2.23558
H -0.49472 -0.70806 -1.46649
H -2.89365 -0.70425 -1.48473
H -1.68375 -1.97977 -3.18217
H -1.42821 -0.54505 -4.14671
H -3.11491 -2.07701 -5.11978
H -3.76170 -0.48118 -4.83219
H -4.19118 -2.95722 -3.09225
H -5.34879 -2.27989 -4.23510
H -4.71695 -1.38109 -1.54633
H -6.05057 0.08277 -0.75588
H -5.90935 1.56560 -1.41400
H -5.65265 0.40532 -4.70566
H -6.89026 0.98719 -3.80460
C 0.37864 -4.62907 3.86859
Si -0.69240 -3.27125 3.10730
C -1.13232 -2.03185 4.43065
C -2.27033 -4.09412 2.49697
As 0.29760 -2.11411 1.32250
Si 2.58421 -2.01414 1.84391
C 3.52935 -3.60487 1.45979
C 3.26754 -0.61820 0.81481
C 2.86049 -1.68705 3.67075
Si 0.14402 -3.66807 -0.39133
C 0.57486 -5.45398 0.05096
C 1.26257 -3.14902 -1.81389
C -1.64130 -3.67781 -1.00638
H -0.22883 -5.19079 4.58606
H 1.22695 -4.20700 4.41040
H 0.75932 -5.33035 3.12540
H -1.45620 -2.54405 5.34216
H -1.94578 -1.39412 4.07963
H -0.30028 -1.36363 4.65516
H -2.88445 -4.36766 3.36053
H -2.08416 -5.00457 1.92355
H -2.83999 -3.39068 1.88883
H 3.47594 -3.90664 0.41222
H 3.15648 -4.42509 2.07912
H 4.58523 -3.45458 1.70657
H 3.19368 -0.82114 -0.25598
H 4.31758 -0.42726 1.05547
H 2.69820 0.28916 1.02818
H 2.62020 -2.55661 4.28639
H 2.27798 -0.82336 3.99420
H 3.92177 -1.45673 3.81348
H 1.57740 -5.54193 0.47069
H 0.52878 -6.08302 -0.84507
H -0.14134 -5.85813 0.77021
H 2.30823 -3.39204 -1.61331
H 1.21774 -2.07734 -2.02579
H 0.96685 -3.67990 -2.72430
H -2.28514 -4.26166 -0.34700
H -1.69988 -4.11273 -2.00846
H -2.04682 -2.66477 -1.04148
C 4.20866 0.02577 -2.96492
Si 3.09689 1.50443 -3.41053
C 4.34420 2.96830 -3.41730
C 2.69252 1.32462 -5.26522
C 1.62679 1.55600 -2.40524
H 5.08279 -0.02773 -3.62193
H 3.65656 -0.91400 -3.04876
H 4.56792 0.11243 -1.93646
H 5.18816 2.80357 -4.09787
H 4.74137 3.12425 -2.41025
H 3.84055 3.89213 -3.71681
H 3.58409 1.38719 -5.89764
H 2.00166 2.11484 -5.57391
H 2.19917 0.36737 -5.44980
H 0.91005 2.36553 -2.56911
H 1.76894 1.35416 -1.33693
Br -1.31093 8.98641 -0.80882
C -1.05960 7.13293 -0.45482
C -1.81138 6.19684 -1.13496
C -1.59346 4.85702 -0.83440
N -0.70509 4.44786 0.07082
C 0.00747 5.37331 0.70648
C -0.12560 6.73751 0.48202
H -2.54025 6.48677 -1.87764
H -2.13985 4.07777 -1.35440
H 0.72578 5.01032 1.43301
H 0.47911 7.45293 1.01989
C 2.90257 4.51650 3.34916
Si 2.91913 2.89031 4.30535
C 4.59332 2.07128 4.03007
C 2.79647 3.32559 6.13679
C 1.58448 1.80845 3.79707
C 0.71584 0.96829 3.52497
H 3.73244 5.17378 3.62207
H 1.96738 5.04547 3.55080
H 2.96040 4.32227 2.27585
H 5.43285 2.67385 4.38656
H 4.73954 1.86893 2.96695
H 4.60726 1.11270 4.55473
H 3.60896 3.97498 6.47331
H 2.81204 2.41119 6.73357
H 1.84659 3.82962 6.32832



122
Properties=species:S:1:pos:R:3 method="wB97M-V/def2-TZVPD" homo_ev=-9.93 max_force_ev_per_a=0.94 homo_lumo_gap_ev=6.575 total_charge=+1 e_tot_ev=-198001.0125
C 4.13690 0.06133 -0.57056
C 4.39540 0.33501 -2.02488
Cl 5.85043 1.19231 -2.32276
C 3.57421 -0.02052 -3.02256
Cl 3.95536 0.39113 -4.66664
C 2.25602 -0.73258 -2.89729
O 1.57679 -0.27521 -1.76074
C 0.35242 -0.95086 -1.52225
C -0.44440 -0.14489 -0.53344
C -1.89327 -0.60826 -0.45430
C -2.70877 -0.28735 -1.68403
F -2.77542 -1.36207 -2.51792
F -3.98051 0.06266 -1.37366
F -2.19624 0.72247 -2.42851
C 0.63190 -2.40243 -1.08473
S 0.64336 -2.74683 0.69596
N 1.96451 -2.88335 -1.64203
C 2.35401 -2.30166 -2.96529
I 0.86296 -3.04880 -4.38419
C 3.69511 -2.85492 -3.45791
C 4.80445 -2.97214 -2.40931
C 4.70352 -4.17149 -1.47228
F 5.89361 -4.80093 -1.35092
F 3.78986 -5.08939 -1.86458
F 4.33961 -3.76434 -0.21570
H 3.56689 -0.85617 -0.46220
H 5.08214 -0.08801 -0.06000
H 3.57556 0.86137 -0.10282
H 1.68157 -0.44872 -3.77768
H -0.20717 -0.98046 -2.46017
H -0.42153 0.87954 -0.88951
H 0.00928 -0.09550 0.44734
H -1.92440 -1.68486 -0.33619
H -2.37354 -0.20826 0.42771
H -0.15736 -3.04174 -1.46418
H 1.74503 -2.05600 1.04337
H 2.66175 -2.70492 -0.91648
H 1.86723 -3.89070 -1.77217
H 4.04930 -2.27569 -4.30098
H 3.51960 -3.85026 -3.85471
H 5.74666 -3.07680 -2.93662
H 4.91570 -2.08955 -1.79032
C -3.01594 2.96528 1.16090
S -1.50646 3.58793 0.41380
O -0.42151 2.59033 0.69696
C -1.26560 4.94319 1.55070
H -3.32395 2.07422 0.61529
H -2.82828 2.71608 2.20590
H -3.79388 3.72387 1.07273
H -1.18476 4.55290 2.56667
H -2.10016 5.63267 1.45974
H -0.35178 5.45820 1.27204
C -5.81585 -2.74108 2.05360
S -4.30157 -3.63368 1.70876
O -3.49664 -2.77383 0.78447
C -5.05298 -4.91556 0.70090
H -5.55754 -1.86525 2.64434
H -6.28105 -2.43613 1.11607
H -6.48437 -3.38230 2.62643
H -5.56855 -4.46113 -0.14524
H -5.74962 -5.48818 1.31201
H -4.25987 -5.56872 0.34361
C 10.99188 -3.74545 0.39680
S 9.32647 -3.10016 0.20912
O 9.09163 -2.14894 1.32405
C 8.47720 -4.62522 0.63712
H 11.68679 -2.92944 0.21281
H 11.12308 -4.12059 1.41135
H 11.15734 -4.53930 -0.33146
H 8.77726 -4.95209 1.63247
H 8.70777 -5.39182 -0.10304
H 7.41053 -4.41884 0.62690
C -0.88127 -2.96824 4.47256
S -2.12860 -4.19527 4.89248
O -3.32527 -3.44522 5.35909
C -1.29396 -4.82785 6.34859
H -1.23436 -2.41961 3.60013
H -0.74622 -2.28481 5.31090
H 0.05564 -3.47487 4.23734
H -1.14144 -4.02245 7.06467
H -0.34523 -5.27542 6.04850
H -1.93368 -5.58380 6.79635
C -7.10139 3.40271 -2.62531
S -5.56423 3.12882 -1.73773
O -5.35355 4.30704 -0.85136
C -4.48239 3.35513 -3.15104
H -7.91530 3.34864 -1.90599
H -7.08382 4.38860 -3.08952
H -7.22530 2.62521 -3.37894
H -4.64801 4.33819 -3.58924
H -4.67011 2.57184 -3.88561
H -3.45729 3.27626 -2.79367
C -0.62975 7.98974 -2.63848
S -2.07292 7.63288 -1.63733
O -1.58819 7.13121 -0.31910
C -2.58828 6.18185 -2.56013
H -0.12289 8.84794 -2.20172
H 0.03615 7.13151 -2.64540
H -0.94155 8.22783 -3.65312
H -1.77627 5.45335 -2.57814
H -2.85507 6.48122 -3.57451
H -3.45571 5.76010 -2.05514
C 3.39289 5.61006 -4.78575
S 2.52798 6.99558 -5.53557
O 1.21975 7.11422 -4.83499
C 2.20583 6.18867 -7.10787
H 3.64864 5.89030 -3.76628
H 2.74153 4.73570 -4.77708
H 4.30351 5.40578 -5.34864
H 1.63751 5.27410 -6.93829
H 3.15216 5.96782 -7.60112
H 1.62631 6.87499 -7.72096
C -5.33984 -3.29890 9.39563
S -3.91779 -2.64738 8.51055
O -2.77224 -3.54836 8.81745
C -3.71641 -1.19199 9.54817
H -5.60710 -4.24937 8.93940
H -5.08284 -3.45121 10.44395
H -6.17151 -2.60096 9.30218
H -3.57460 -1.49514 10.58561
H -4.59685 -0.55706 9.45158
H -2.83806 -0.65380 9.19892



102
Properties=species:S:1:pos:R:3 method="wB97M-V/def2-TZVPD" homo_ev=-7.67 max_force_ev_per_a=1.51 homo_lumo_gap_ev=7.934 total_charge=0 smiles="CCOP(=O)(CCP(C)(CC(C)C)(N=C(C)C)[C@@H](I)[C@@H](C)I)OCC.CCCCCC.CCCCCC" e_tot_ev=-73539.5901
C 5.10458 -5.30117 1.39736
C 4.20038 -6.24433 0.62461
O 2.94532 -6.51657 1.27237
P 1.99071 -5.35255 1.81438
O 2.41136 -4.70525 3.06088
C 1.82653 -4.14373 0.47353
C 1.64559 -2.73201 1.05945
P 1.24995 -1.40540 -0.18346
C 0.42751 0.22259 -0.00542
C 1.70707 -1.81192 -1.92393
C 2.97879 -2.62222 -2.28488
C 2.57792 -4.05466 -2.71524
C 3.77613 -2.01083 -3.45532
N -0.36563 -2.26167 -0.40375
C -1.36020 -2.54537 0.31433
C -1.75512 -3.97635 0.58408
C -2.35050 -1.54259 0.89870
C 2.97895 -0.51150 0.32476
I 3.76995 0.81122 -1.21936
C 3.13652 0.26218 1.67917
C 3.08794 1.79686 1.64521
I 1.85843 -0.31513 3.34778
O 0.63167 -6.15809 1.99914
C 0.26372 -7.22588 1.10312
C -1.25125 -7.37847 1.05408
H 4.84340 -4.25258 1.23918
H 6.12962 -5.44011 1.04799
H 5.05327 -5.50408 2.46597
H 4.00604 -5.88040 -0.38824
H 4.67546 -7.21967 0.52716
H 2.78861 -4.17868 -0.04469
H 1.05287 -4.40884 -0.24616
H 0.89683 -2.75232 1.84822
H 2.57198 -2.50593 1.58057
H -0.44806 0.19284 -0.64555
H 0.08320 0.38267 1.01652
H 1.06301 1.04768 -0.32295
H 1.62480 -0.89378 -2.50845
H 0.85676 -2.41570 -2.23205
H 3.66918 -2.72506 -1.44268
H 3.32506 -4.78352 -2.39029
H 2.50217 -4.12220 -3.80184
H 1.62172 -4.36507 -2.29351
H 4.54475 -1.32060 -3.12288
H 3.10692 -1.48044 -4.13703
H 4.27039 -2.80123 -4.02456
H -1.48447 -4.23747 1.61162
H -2.83694 -4.11627 0.50065
H -1.26133 -4.64056 -0.12011
H -2.33753 -1.56752 1.99245
H -2.14310 -0.52834 0.56902
H -3.34873 -1.81150 0.54418
H 3.75803 -1.27296 0.31804
H 4.12080 -0.00312 2.05778
H 4.05498 2.19582 1.34338
H 2.29515 2.18045 1.00573
H 2.89428 2.17411 2.64772
H 0.72421 -8.14012 1.47840
H 0.67831 -7.03939 0.10913
H -1.68907 -6.85489 1.90398
H -1.53989 -8.42702 1.11166
H -1.67549 -6.93511 0.15575
C -5.74710 3.67735 -1.41362
C -4.27302 3.38386 -1.15293
C -3.42569 3.31975 -2.42149
C -3.81525 2.21179 -3.40225
C -3.78270 0.80633 -2.80371
C -2.40089 0.40066 -2.30325
H -6.21426 2.89904 -2.01932
H -6.30479 3.74098 -0.47835
H -5.86675 4.62777 -1.93850
H -4.18168 2.45031 -0.58985
H -3.86606 4.16541 -0.50770
H -2.37611 3.20003 -2.13804
H -3.48690 4.28321 -2.93829
H -3.13222 2.25066 -4.25683
H -4.81217 2.40666 -3.80673
H -4.11614 0.09375 -3.56260
H -4.50218 0.73234 -1.98316
H -1.66696 0.43248 -3.11264
H -2.40926 -0.61398 -1.90286
H -2.05732 1.06622 -1.51050
C -1.37417 5.29284 0.28003
C -1.94299 5.91519 1.55080
C -2.20652 7.41519 1.42964
C -0.96439 8.26506 1.15427
C 0.15017 8.12660 2.19034
C -0.26354 8.56229 3.59218
H -0.40883 5.72587 0.01302
H -1.22996 4.21810 0.40596
H -2.05311 5.44495 -0.56149
H -1.26839 5.71799 2.38852
H -2.88500 5.41808 1.79927
H -2.69346 7.76448 2.34411
H -2.92776 7.58385 0.62331
H -1.26855 9.31520 1.09913
H -0.56359 8.01812 0.16741
H 1.00088 8.73115 1.86536
H 0.50787 7.09352 2.21932
H -0.59099 9.60430 3.59447
H 0.56825 8.47291 4.29197
H -1.08202 7.95349 3.97939



102
Properties=species:S:1:pos:R:3 method="wB97M-V/def2-TZVPD" homo_ev=-7.99 max_force_ev_per_a=4.75 e_above_lowest_kcal_mol=124.1 homo_lumo_gap_ev=8.551 total_charge=0 smiles=CC1(C)CCCC(C)(C)N1O.CC1(C)CCCC(C)(C)N1O.CC1(C)CCCC(C)(C)N1O.CO.CO e_tot_ev=-45824.5705
C -1.77834 3.98948 5.95445
C -0.75845 2.99491 6.38902
C -0.37199 3.28254 7.85772
C -1.42530 1.58607 6.53931
C -1.77495 0.99436 5.13551
C -0.55472 1.06865 4.24332
C 0.07395 2.44595 4.08768
C 1.38985 2.16917 3.34445
C -0.84055 3.34378 3.18125
N 0.32022 2.94808 5.43853
O 1.10678 4.11199 5.43823
H -2.64925 3.61477 5.41668
H -2.20813 4.48802 6.82327
H -1.50992 4.84590 5.33591
H -1.27273 3.16217 8.45963
H 0.46931 2.69111 8.21900
H -0.20477 4.35785 7.91985
H -0.94459 0.82245 7.15078
H -2.33377 1.65990 7.13706
H -2.09358 -0.03635 5.29118
H -2.58088 1.54833 4.65416
H -0.82120 0.57917 3.30657
H 0.20069 0.45677 4.73634
H 1.84468 3.15329 3.23165
H 1.27721 1.78332 2.33126
H 2.08428 1.64230 3.99888
H -0.50656 3.25358 2.14761
H -0.79393 4.40418 3.42920
H -1.87433 3.01222 3.08399
H 1.76669 3.84102 6.08064
C -0.03678 -4.08693 -4.45501
C -1.02595 -4.09735 -3.36385
C -2.33639 -3.39898 -3.86124
C -1.48417 -5.52768 -2.95706
C -0.47431 -6.30753 -2.14295
C -0.28621 -5.45556 -0.85553
C 0.13239 -3.98490 -1.05478
C -0.19725 -3.19345 0.24246
C 1.66200 -3.91287 -1.34963
N -0.67742 -3.40430 -2.14663
O -0.29777 -2.02399 -2.39985
H 0.79442 -4.67859 -4.07142
H -0.15057 -4.55960 -5.43058
H 0.29541 -3.07266 -4.67633
H -3.17536 -3.48384 -3.17059
H -2.27432 -2.32621 -4.04401
H -2.68293 -3.87686 -4.77757
H -2.42330 -5.39873 -2.41901
H -1.76274 -6.03079 -3.88299
H -0.91562 -7.23659 -1.78213
H 0.40915 -6.60321 -2.70878
H 0.55365 -6.01218 -0.43971
H -1.08417 -5.51335 -0.11527
H 0.62396 -3.35967 0.93965
H -1.13767 -3.61796 0.59387
H -0.30708 -2.11341 0.14471
H 2.05513 -2.93636 -1.63242
H 1.84996 -4.45848 -2.27433
H 2.21404 -4.33846 -0.51164
H -1.02346 -1.52124 -2.02272
C 0.85460 -0.78054 -3.77494
C 0.95222 0.64835 -3.17877
C 0.59407 0.49304 -1.69355
C 2.45898 1.09634 -3.21953
C 2.66644 2.58447 -2.85513
C 1.80260 3.41868 -3.84647
C 0.28264 3.05201 -3.87383
C -0.36929 3.74121 -2.67248
C -0.33038 3.66762 -5.13867
N 0.15925 1.58868 -4.03334
O -1.11674 1.20805 -4.24677
H 1.09040 -0.73617 -4.83820
H 1.36967 -1.57135 -3.22958
H -0.16132 -1.14693 -3.92250
H -0.45672 0.21320 -1.76854
H 1.21788 -0.29541 -1.27248
H 0.75831 1.40573 -1.12074
H 3.03981 0.55719 -2.47116
H 2.86469 1.18297 -4.22749
H 2.28645 2.64951 -1.83558
H 3.73107 2.81318 -2.80655
H 2.01696 3.15138 -4.88121
H 1.96770 4.48563 -3.69663
H 0.02390 3.31812 -1.74809
H -1.44845 3.58807 -2.68058
H -0.06768 4.78034 -2.54080
H -0.19514 4.74859 -5.17494
H -1.39594 3.46303 -5.03463
H 0.18071 3.18064 -5.96917
H -0.87788 0.57821 -4.93078
C -0.90835 -0.22864 0.15656
O -1.35781 -0.53866 1.47065
H 0.16901 -0.09442 0.05968
H -1.33780 -0.93350 -0.55537
H -1.21395 0.76804 -0.16179
H -0.73601 -0.08896 2.04748
C 1.86618 -1.55456 1.45048
O 1.43285 -0.38180 1.99173
H 2.75962 -1.85956 1.99531
H 1.13154 -2.34367 1.61086
H 2.04888 -1.46535 0.37961
H 2.17470 -0.04603 2.50018